Entry 1:
{
  "formula": "C24H31N6O2PbS4",
  "method": "ωB97M-V/def2-TZVPD",
  "homo_lumo_gap_ev": 6.5,
  "homo_ev": -10.86,
  "total_charge": 1,
  "e_tot_ha": -3197.5756,
  "lumo_energy_ev": -4.36,
  "molar_mass_g_mol": 771.0,
  "species": ["Pb", "S", "S", "S", "S", "O", "O", "N", "N", "N", "N", "N", "N", "C", "C", "C", "C", "C", "C", "C", "C", "C", "C", "C", "C", "C", "C", "C", "C", "C", "C", "C", "C", "C", "C", "C", "C", "H", "H", "H", "H", "H", "H", "H", "H", "H", "H", "H", "H", "H", "H", "H", "H", "H", "H", "H", "H", "H", "H", "H", "H", "H", "H", "H", "H", "H", "H", "H"],
  "coordinates": [[-0.08815, -0.16865, 0.15402], [3.04071, -0.34954, -0.21432], [-4.46046, -3.18987, -0.29423], [1.03031, -0.33026, -3.55792], [1.33938, -3.02103, 0.80226], [0.12950, 4.26463, 0.64012], [-0.17686, -0.37511, -2.64426], [-1.98998, 1.59781, -0.29116], [-2.69500, -2.12868, -2.07752], [0.51103, 1.99455, 0.72375], [-2.71906, -2.51012, 1.42677], [-2.21217, -2.11945, 0.20875], [0.66652, 0.07859, 2.59213], [-5.32823, -2.37477, 3.25847], [-3.95868, 2.38553, -1.37883], [2.85786, -3.06386, 0.27388], [1.45483, 0.99572, -5.80372], [1.40057, 1.16761, 2.82744], [-3.44556, 3.67466, -1.39039], [1.66473, 2.06174, -4.72433], [-3.87085, -3.07331, 1.34062], [0.44020, 0.02164, -5.22526], [3.52319, -4.37934, -0.03558], [-1.49988, 2.84065, -0.29512], [1.76042, 1.33278, -3.37775], [-2.19891, 3.90856, -0.83718], [1.82766, 0.43679, 5.06529], [0.49380, -0.82784, 3.56162], [2.00170, 1.37316, 4.06538], [-3.00414, -2.40400, -0.78666], [3.68078, -1.81235, 0.02694], [1.56133, 2.16740, 1.70048], [-4.67283, -3.53973, 2.51724], [1.05315, -0.69029, 4.81382], [5.16956, -1.99412, -0.02170], [-0.17207, 3.09953, 0.40103], [-3.19199, 1.37726, -0.82374], [4.56966, -4.41374, 0.25443], [-6.04551, -1.85755, 2.61983], [-1.75235, 4.89113, -0.78851], [-3.99899, -4.08352, 3.18028], [-1.84914, -1.61300, -2.29118], [2.27820, 0.58590, 6.03787], [-5.43128, -4.24791, 2.18070], [2.56061, 2.65057, -4.91192], [-4.93477, 2.16285, -1.78662], [-0.13148, -1.67900, 3.31417], [1.54176, 3.18000, 2.10976], [-5.85823, -2.73366, 4.13989], [5.43646, -2.63348, -0.86702], [2.78601, 1.20571, -3.03415], [3.48172, -4.54508, -1.11690], [0.33605, -0.91289, -5.77240], [5.66830, -1.03625, -0.12840], [5.53058, -2.49271, 0.88030], [0.87902, -1.43968, 5.57250], [-4.01631, 4.48903, -1.81736], [0.81890, 2.74932, -4.71267], [1.09947, 1.41839, -6.74230], [-4.57536, -1.65474, 3.57724], [-3.38313, -2.23144, -2.79849], [1.18196, 1.79915, -2.57880], [2.39424, 0.48000, -6.01806], [2.58182, 2.27098, 4.23337], [-3.54918, 0.35409, -0.79363], [-0.54094, 0.48235, -5.08713], [2.56497, 2.03726, 1.27293], [2.98423, -5.18999, 0.44544]],
  "nbo_charge": [1.41, 0.11, 0.36, 1.23, 0.19, -0.64, -1.03, -0.51, -0.81, -0.85, -0.27, -0.41, -0.55, -0.59, -0.25, -0.16, -0.41, 0.25, -0.15, -0.41, 0.06, -0.60, -0.68, 0.13, -0.60, -0.21, -0.13, 0.05, -0.24, 0.22, -0.11, -0.28, -0.45, -0.26, -0.68, 0.61, 0.05, 0.23, 0.21, 0.26, 0.24, 0.44, 0.23, 0.22, 0.23, 0.23, 0.21, 0.25, 0.22, 0.25, 0.24, 0.25, 0.25, 0.25, 0.24, 0.23, 0.23, 0.22, 0.24, 0.22, 0.40, 0.26, 0.21, 0.23, 0.20, 0.24, 0.21, 0.25]
}

---

Entry 2:
{
  "formula": "C36H48O4",
  "method": "ωB97M-V/def2-TZVPD",
  "homo_lumo_gap_ev": 9.6,
  "homo_ev": -8.99,
  "e_tot_ha": -1701.4579,
  "smiles": "c1ccccc1.c1ccccc1.c1ccccc1.c1ccccc1.CC(C)=O.CC(C)=O.CC(C)=O.CC(C)=O",
  "lumo_energy_ev": 0.63,
  "molar_mass_g_mol": 544.8,
  "species": ["O", "O", "O", "O", "C", "C", "C", "C", "C", "C", "C", "C", "C", "C", "C", "C", "C", "C", "C", "C", "C", "C", "C", "C", "C", "C", "C", "C", "C", "C", "C", "C", "C", "C", "C", "C", "C", "C", "C", "C", "H", "H", "H", "H", "H", "H", "H", "H", "H", "H", "H", "H", "H", "H", "H", "H", "H", "H", "H", "H", "H", "H", "H", "H", "H", "H", "H", "H", "H", "H", "H", "H", "H", "H", "H", "H", "H", "H", "H", "H", "H", "H", "H", "H", "H", "H", "H", "H"],
  "coordinates": [[-4.75241, -0.70503, 2.08211], [1.82403, -1.73403, -1.52276], [-2.19974, 2.90774, 0.26713], [1.01411, 3.74151, 3.67594], [0.98951, -2.09209, -0.72992], [5.95640, -3.27781, -2.64036], [-4.83703, 1.76335, 1.99610], [3.26898, 3.71974, -0.01410], [-0.58556, -4.27973, 3.36272], [4.94479, -2.30896, -2.73774], [2.38894, 4.59363, -2.08314], [4.35651, -2.15692, -4.01816], [-1.89179, -3.99282, 3.07193], [-2.24219, -1.04670, -2.97170], [0.44150, -1.07855, 0.37074], [-5.62672, 0.20157, 0.09267], [-1.54049, -1.65581, 3.27279], [5.74392, -3.91056, -4.92511], [2.23619, 2.19167, -1.56597], [-1.62456, 4.55769, -1.40554], [-2.93243, -2.24383, -3.05693], [0.96875, 2.52210, 3.61154], [4.81204, -2.88234, -5.10033], [0.27775, -3.20601, 3.63505], [1.96603, 3.28881, -2.39393], [-2.06744, -0.42195, -1.74990], [-1.58759, 3.91774, -0.00974], [-5.07799, 0.26680, 1.47641], [2.91296, 2.40766, -0.34602], [-2.67308, -0.87861, -0.61631], [3.04968, 4.77266, -0.90324], [-0.60478, 4.53926, 1.00798], [-0.33673, 1.79079, 3.87939], [-3.47809, -2.79554, -1.87861], [6.31385, -4.10914, -3.68255], [-2.38766, -2.67845, 2.96459], [-0.22939, -1.92018, 3.64334], [-3.37874, -2.07991, -0.72637], [2.17135, 1.67373, 3.38632], [0.35501, -3.46285, -0.68447], [3.19252, 1.54884, 0.22373], [-6.13483, -0.68134, -0.22630], [-0.13830, 0.92407, 4.47605], [2.35814, 1.12053, 4.30299], [-2.40081, 4.03326, -2.05170], [-2.99156, -2.74037, -4.02050], [-3.94469, -3.76957, -1.90912], [-0.63826, -0.92080, 0.31888], [4.58974, -1.79612, -1.83876], [-0.35587, -5.30951, 3.41392], [6.02773, -4.60007, -5.72707], [0.43078, -3.93892, 0.31442], [2.18740, 5.42833, -2.70689], [0.92964, -0.12378, 0.33948], [2.04561, 0.93341, 2.61160], [-1.80570, -0.60039, -3.86059], [-0.72028, 1.43314, 2.93209], [-0.92869, 5.60762, 1.13945], [6.30526, -3.42727, -1.60985], [3.46787, 5.76509, -0.63015], [-1.10795, 2.39080, 4.33754], [0.43186, 4.45677, 0.66892], [1.51354, 3.12955, -3.37587], [3.56251, -1.40095, -4.16959], [0.85520, -4.10594, -1.37377], [-2.59755, -4.80376, 2.81015], [3.85629, 3.89764, 0.81138], [2.02971, 1.20274, -1.93689], [-0.61826, 4.05499, 1.99607], [4.36988, -2.62865, -6.08510], [7.07763, -4.78616, -3.52621], [-0.69834, -3.33692, -0.90378], [-3.44314, -2.46504, 2.69862], [-1.50052, 0.50816, -1.72845], [-2.54549, -0.38121, 0.31519], [0.42349, -1.10542, 3.82761], [-0.66869, 4.60417, -1.92564], [-1.96410, 5.60897, -1.28394], [0.51513, -1.52552, 1.33105], [-4.27765, 1.86754, 2.96181], [-1.85208, -0.60032, 3.21809], [1.34627, -3.33879, 3.76318], [-5.84373, 2.18797, 2.18221], [-3.85990, -2.53469, 0.14513], [-6.26786, 1.07630, -0.02274], [-4.77461, 0.44771, -0.56884], [2.95940, 2.30686, 3.00790], [-4.33460, 2.44841, 1.30047]],
  "mulliken_charge": [-0.51, -0.45, -0.46, -0.61, 0.64, -0.33, -1.11, -0.71, -0.83, -0.31, -0.44, -0.16, -0.41, -0.52, 0.81, -1.09, 0.14, -0.22, -0.53, -1.15, -0.40, 0.84, -0.45, -0.14, -0.42, -0.12, 0.85, 0.92, -0.36, -0.71, -0.38, -0.40, -0.83, -0.75, -0.54, -0.40, -0.41, -0.19, -1.08, -0.91, 0.59, 0.34, 0.66, 0.42, 0.28, 0.34, 0.46, -0.65, 0.38, 0.44, 0.33, 0.26, 0.47, -0.22, 0.04, 0.40, -0.04, 0.40, 0.28, 0.29, 0.37, -0.04, 0.35, 0.30, 0.38, 0.32, 0.52, 0.59, -0.06, 0.30, 0.43, 0.07, 0.51, 0.47, 0.72, 0.06, 0.18, 0.40, -0.09, 0.30, 0.34, 0.39, 0.42, 0.29, 0.44, 0.20, 0.34, 0.17]
}

---

Entry 3:
{
  "formula": "C33H36N6O12P",
  "method": "ωB97M-V/def2-TZVPD",
  "homo_lumo_gap_ev": 4.5,
  "homo_ev": -4.47,
  "total_charge": -1,
  "e_tot_ha": -2851.5467,
  "lumo_energy_ev": 0.08,
  "molar_mass_g_mol": 739.7,
  "species": ["P", "O", "O", "O", "O", "O", "O", "O", "O", "O", "O", "O", "O", "N", "N", "N", "N", "N", "N", "C", "C", "C", "C", "C", "C", "C", "C", "C", "C", "C", "C", "C", "C", "C", "C", "C", "C", "C", "C", "C", "C", "C", "C", "C", "C", "C", "C", "C", "C", "C", "C", "C", "H", "H", "H", "H", "H", "H", "H", "H", "H", "H", "H", "H", "H", "H", "H", "H", "H", "H", "H", "H", "H", "H", "H", "H", "H", "H", "H", "H", "H", "H", "H", "H", "H", "H", "H", "H"],
  "coordinates": [[-7.11080, 5.67258, -1.15060], [-7.26078, 7.19110, -0.52417], [-7.03509, 7.47407, -3.81485], [-1.56285, 0.09317, -1.96691], [2.85212, -5.62605, 1.17550], [-2.62042, 1.23804, 2.56964], [8.40754, -3.27116, 0.10713], [-7.75905, 5.39272, -4.35108], [-0.11123, 1.23864, -0.86776], [-2.55235, -0.69868, 3.50242], [9.84744, -2.14375, 1.24122], [-6.68896, 4.84413, 0.21684], [3.57700, -7.61485, 0.79733], [3.60933, -6.41268, 0.64224], [-2.96839, 0.43796, 3.41126], [-5.57897, 5.84193, -1.90876], [-4.52886, 6.62044, -3.94731], [-0.63831, 0.19322, -1.19382], [9.31827, -3.18100, 0.90468], [10.83291, -4.37634, 2.43184], [1.42638, -2.13962, 0.85601], [5.48886, -6.72861, -0.90914], [-4.96535, 2.15564, -2.41552], [-4.48625, 2.16304, 4.27844], [9.71727, -6.80616, 1.66302], [-2.43659, 6.40896, -2.50035], [9.24059, -5.62807, 1.11231], [-5.42310, 2.58786, 5.20609], [-5.30755, 0.45176, 6.31130], [10.74795, -6.77269, 2.59286], [0.88897, -3.36725, 0.49067], [-3.97348, 0.88445, 4.38688], [-3.12235, 6.24330, -3.86771], [4.69804, -4.49142, -0.44044], [-6.91102, 6.22359, -3.92218], [6.43735, -6.20509, -1.77291], [-3.64719, 1.64218, -0.17285], [-0.66945, -2.25596, -0.96641], [11.30192, -5.55942, 2.97892], [-4.37293, 0.01764, 5.38618], [9.81117, -4.43124, 1.50344], [4.63113, -5.86150, -0.25913], [-4.25416, 1.85583, -1.17986], [-5.50938, 5.68458, -3.39260], [-5.32195, 4.26289, -3.86711], [-0.16016, -3.42242, -0.41803], [-0.11369, -1.04650, -0.59664], [-4.31325, 3.39449, -3.08003], [5.65100, -3.97779, -1.30335], [0.92489, -0.96834, 0.31050], [-5.83025, 1.73554, 6.22317], [6.51718, -4.83270, -1.97055], [-2.91595, 1.70473, 0.60055], [2.24071, -2.09508, 1.56734], [-2.58687, 6.93784, -4.52088], [-1.48570, -2.29237, -1.67211], [-3.57468, 3.00797, -3.77913], [-6.02231, 2.31449, -2.22321], [8.43742, -5.64714, 0.38940], [7.25739, -4.42710, -2.64692], [9.28503, -7.75129, 1.36510], [-1.35707, 6.31327, -2.61406], [-2.65979, 7.41155, -2.14733], [11.12081, -7.69511, 3.01783], [-4.82935, 1.28825, -3.05818], [-5.83439, 3.58486, 5.13494], [4.01982, -3.83066, 0.07903], [-3.74453, 3.92875, -2.32873], [-4.88625, 5.28200, -1.42132], [-7.12867, 7.78076, -1.28540], [5.71924, -2.91045, -1.45642], [5.42102, -7.79444, -0.75079], [7.11340, -6.86901, -2.29442], [-6.55807, 2.07249, 6.94939], [11.26052, -3.42983, 2.72623], [1.33946, -0.01156, 0.58994], [-4.63855, 7.46083, -3.39530], [-3.96388, -0.97945, 5.44742], [-5.82509, 5.11973, 0.55630], [-4.97975, 4.31516, -4.89922], [-6.26970, 3.74035, -3.90712], [-4.16582, 2.82071, 3.48438], [-2.73350, 5.65830, -1.77555], [-0.58085, -4.37726, -0.70218], [-5.62792, -0.21173, 7.10259], [12.10206, -5.53484, 3.70536], [1.28689, -4.27718, 0.91337], [-2.92817, 5.26202, -4.29070]],
  "mulliken_charge": [0.07, -0.50, -0.76, -0.59, -0.66, -0.65, -0.59, -0.73, -0.61, -0.63, -0.60, -0.42, -0.61, 1.01, 1.07, -0.15, -0.32, 1.08, 1.01, -0.40, -0.67, -0.41, -0.80, -0.30, -0.44, -1.06, -0.04, -0.47, -0.39, -0.44, -0.41, 0.12, -0.53, -0.16, 0.32, -0.46, -0.50, -0.22, -0.43, -0.40, -0.07, 0.04, -0.36, 0.98, -1.79, -0.66, -0.08, -0.26, -0.51, -0.23, -0.43, -0.46, 0.84, 0.49, 0.44, 0.49, 0.43, 0.36, 0.45, 0.39, 0.39, 0.37, 0.33, 0.38, 0.37, 0.38, 0.43, 0.00, 0.35, 0.37, 0.45, 0.47, 0.41, 0.37, 0.46, 0.47, 0.29, 0.45, 0.25, 0.38, 0.62, 0.47, 0.23, 0.39, 0.36, 0.37, 0.58, 0.22]
}